A cluster of 5 separate species, C27H66NO18P4S in total. Source: the Open Molecules 2025 dataset; level of theory: ωB97M-V/def2-TZVPD.

Last column: Löwdin charge in e.
CARTESIAN COORDINATES (ANGSTROEM)
C (-7.61960, 4.75979, -3.38246)  -0.1948
N (-7.26773, 3.31115, -3.30965)  -0.5925
S (-8.32026, 2.40664, -2.27483)  0.6836
C (-5.82316, 3.07394, -3.02682)  -0.2049
C (-5.35943, 3.40200, -1.53326)  -0.5582
O (-6.01070, 4.08456, -0.68009)  -0.1036
O (-4.09462, 2.92039, -1.17168)  -0.2156
H (-8.26914, 4.92562, -4.32808)  0.0765
H (-8.24216, 5.10134, -2.48016)  0.0678
H (-6.69218, 5.42348, -3.54653)  0.0925
H (-8.34627, 3.15998, -1.09058)  -0.1196
H (-5.22687, 3.77600, -3.72084)  0.1221
H (-5.54112, 1.99728, -3.32140)  0.1136
O (-3.63242, -2.53963, -0.44755)  -0.2539
P (-5.11017, -2.65186, -0.83671)  0.7124
O (-4.86782, -3.32680, -2.34468)  -0.2207
C (-3.98308, -4.42393, -2.52248)  -0.3012
C (-4.71927, -5.74993, -2.46045)  -0.0879
O (-5.31037, -1.08005, -1.30603)  -0.2200
C (-4.44911, -0.06012, -0.79444)  -0.2803
C (-3.27535, 0.16849, -1.72869)  -0.0867
O (-6.79085, -2.79281, -1.12725)  -0.2032
C (-7.44477, -4.04424, -1.11094)  -0.3083
C (-7.25426, -4.80206, 0.18722)  -0.0885
H (-3.16808, -4.41532, -1.79666)  0.1009
H (-3.53609, -4.31432, -3.51459)  0.1176
H (-5.13966, -5.91172, -1.46443)  0.0592
H (-4.04607, -6.58095, -2.68226)  0.0746
H (-5.54498, -5.77324, -3.17680)  0.0743
H (-4.11851, -0.30177, 0.21905)  0.1051
H (-5.03414, 0.85766, -0.71950)  0.0908
H (-2.80228, -0.76878, -2.03796)  0.0598
H (-2.52158, 0.79937, -1.25367)  0.0644
H (-3.60989, 0.66052, -2.64494)  0.0633
H (-7.13943, -4.63250, -1.97715)  0.0924
H (-8.51186, -3.84245, -1.24709)  0.1230
H (-6.19437, -4.89561, 0.45444)  0.0639
H (-7.68291, -5.80302, 0.10503)  0.0797
H (-7.75142, -4.27992, 1.00923)  0.0809
O (3.91892, 0.17384, -0.50463)  -0.2601
P (3.15796, 0.27680, -1.82993)  0.7126
O (2.37874, -1.19268, -1.73198)  -0.2215
C (1.70765, -1.58850, -0.54130)  -0.2967
C (0.23563, -1.22845, -0.59311)  -0.0796
O (4.41429, -0.18272, -2.80931)  -0.2288
C (5.75814, -0.02155, -2.37172)  -0.3053
C (6.26402, -1.28969, -1.70652)  -0.0735
O (2.31556, 0.54364, -3.29136)  -0.2048
C (0.92843, 0.82843, -3.30663)  -0.2946
C (0.55488, 2.03172, -2.46598)  -0.0735
H (2.16624, -1.16013, 0.35148)  0.1014
H (1.80459, -2.67536, -0.46638)  0.1164
H (0.10559, -0.14364, -0.62272)  0.0631
H (-0.29201, -1.60823, 0.28398)  0.0845
H (-0.23720, -1.64325, -1.48710)  0.0754
H (5.85186, 0.84494, -1.71231)  0.0982
H (6.36701, 0.19179, -3.25458)  0.1127
H (5.55425, -1.68688, -0.97789)  0.0724
H (7.21654, -1.10789, -1.20179)  0.0664
H (6.41204, -2.07631, -2.45151)  0.0740
H (0.36550, -0.06059, -3.02129)  0.0960
H (0.66138, 1.03049, -4.34848)  0.1250
H (0.94045, 1.95017, -1.44151)  0.0675
H (-0.53089, 2.13842, -2.42236)  0.0844
H (0.97432, 2.94393, -2.89936)  0.0808
O (10.84197, -0.32227, -0.66033)  -0.2501
P (12.01422, 0.45733, -0.05789)  0.7112
O (12.47650, -0.69905, 1.05133)  -0.2200
C (12.62986, -2.06086, 0.67096)  -0.2952
C (14.06737, -2.37814, 0.30200)  -0.0842
O (11.11426, 1.41144, 0.95217)  -0.2257
C (9.74172, 1.66336, 0.66577)  -0.2970
C (8.85006, 0.66143, 1.37778)  -0.0723
O (13.33597, 1.39788, 0.48145)  -0.2029
C (14.66946, 1.05575, 0.16274)  -0.3036
C (14.91618, 0.93486, -1.32705)  -0.0856
H (11.96485, -2.33484, -0.14964)  0.1034
H (12.34540, -2.66634, 1.53584)  0.1195
H (14.36878, -1.82206, -0.58959)  0.0601
H (14.19088, -3.44293, 0.09391)  0.0780
H (14.74924, -2.10265, 1.11103)  0.0758
H (9.56321, 1.66757, -0.41221)  0.1015
H (9.51202, 2.67054, 1.02314)  0.1152
H (9.19784, -0.36612, 1.25138)  0.0709
H (7.82303, 0.72925, 1.01053)  0.0751
H (8.84606, 0.85408, 2.45396)  0.0755
H (14.95788, 0.15193, 0.70030)  0.0941
H (15.30203, 1.85534, 0.56034)  0.1246
H (14.19858, 0.25757, -1.80681)  0.0648
H (15.92530, 0.56174, -1.51219)  0.0832
H (14.81476, 1.91048, -1.81010)  0.0820
O (-5.53533, -0.07502, 4.50624)  -0.2589
P (-6.75545, 0.85144, 4.52080)  0.7080
O (-5.95211, 2.25842, 4.14462)  -0.2226
C (-5.01980, 2.30761, 3.06429)  -0.2800
C (-5.67910, 2.77933, 1.78267)  -0.0889
O (-6.82762, 1.04689, 6.16679)  -0.2319
C (-6.25769, 0.06982, 7.02798)  -0.3119
C (-4.82985, 0.43923, 7.39075)  -0.0806
O (-8.20343, 1.75871, 4.50310)  -0.2088
C (-8.76792, 2.22717, 3.29351)  -0.2986
C (-9.03606, 1.12348, 2.29142)  -0.0801
H (-4.53051, 1.34603, 2.90031)  0.0974
H (-4.24275, 3.02350, 3.34692)  0.1177
H (-6.43140, 2.05828, 1.44887)  0.0675
H (-4.94474, 2.89501, 0.98346)  0.0542
H (-6.18153, 3.73847, 1.93052)  0.0781
H (-6.31563, -0.92557, 6.58057)  0.0992
H (-6.86585, 0.03886, 7.93651)  0.1098
H (-4.24309, 0.72708, 6.51611)  0.0728
H (-4.32884, -0.39556, 7.88781)  0.0728
H (-4.82008, 1.29983, 8.06532)  0.0723
H (-8.14287, 3.01640, 2.87508)  0.0997
H (-9.71810, 2.70391, 3.55474)  0.1211
H (-8.14486, 0.50963, 2.11120)  0.0662
H (-9.36362, 1.54951, 1.34133)  0.0793
H (-9.82106, 0.45671, 2.66020)  0.0769

The calculation puts the energy above the lowest of the compared OMol25 structures with the same formula, charge and spin at 11.512 eV. As for the total energy: -115403.22422 eV. As for the largest force on an atom: 9.3 eV/Å. Its HOMO-LUMO gap is 0.1638 Eh. As for the lowest unoccupied orbital energy: -0.32 eV. The net charge is -1.

A cluster of 7 separate species, C27H67BrFN5O18PS6 in total. Source: the Open Molecules 2025 dataset; level of theory: ωB97M-V/def2-TZVPD.

Last column: Löwdin charge in e.
CARTESIAN COORDINATES (ANGSTROEM)
C (5.99519, 5.34576, 1.11244)  0.1672
C (5.10404, 4.25266, 0.88877)  -0.0492
N (4.29289, 3.17515, 0.19290)  0.1154
C (3.42467, 3.41479, -0.88356)  -0.1741
N (3.40289, 4.85247, -1.33737)  -0.1010
C (4.35306, 5.15912, -2.46097)  -0.2587
N (5.65250, 4.39663, -2.46457)  0.0158
C (2.02825, 5.42940, -1.51300)  -0.1528
C (2.07503, 7.09897, -1.61981)  -0.1056
F (0.74639, 7.59305, -1.19096)  -0.1112
N (2.74542, 2.22703, -1.47217)  -0.2145
P (2.66950, 2.20620, -3.24586)  0.7716
N (4.02179, 1.64164, -3.94981)  -0.2709
C (1.50714, 1.74365, -0.79413)  -0.6855
Br (1.61484, 1.40536, 1.17221)  0.7271
C (0.12679, 2.61754, -1.15466)  -0.2482
C (-0.52646, 3.34877, 0.18553)  -0.1955
H (6.83361, 6.17065, 1.29571)  0.1096
H (4.40188, 2.18827, 0.55901)  0.1474
H (4.64542, 6.31217, -2.35675)  0.1492
H (3.88114, 5.06995, -3.54934)  0.1350
H (6.24938, 4.57766, -1.63019)  0.0643
H (5.54753, 3.38443, -2.68587)  0.0518
H (1.49387, 5.08692, -2.50987)  0.1111
H (1.41874, 5.20831, -0.53926)  0.1274
H (2.23082, 7.32715, -2.78096)  0.1401
H (2.96496, 7.51799, -0.97369)  0.1363
H (1.56738, 1.32518, -3.62188)  0.0583
H (2.36254, 3.51984, -3.74983)  0.0111
H (3.76875, 0.78025, -4.48286)  -0.0372
H (1.28135, 0.66967, -1.27154)  0.1171
H (0.27091, 3.34253, -2.06475)  0.0818
H (-0.71443, 1.84461, -1.50505)  0.1335
H (0.24086, 3.97157, 0.80972)  0.0560
H (-1.17970, 2.60635, 0.83744)  0.0832
H (-1.30746, 4.13961, -0.25055)  0.1038
O (-4.83763, 1.35159, 3.52575)  -0.2846
S (-4.49630, 2.75359, 3.41466)  0.6283
O (-3.43122, 3.21954, 2.55163)  -0.3027
O (-4.26517, 3.36356, 4.90784)  -0.2595
C (-3.32676, 2.72919, 5.76477)  -0.2660
C (-1.90085, 3.08486, 5.38727)  -0.0733
C (-5.96917, 3.66575, 3.02562)  -0.1168
H (-3.47629, 1.64396, 5.76977)  0.1047
H (-3.52700, 3.08694, 6.78007)  0.1290
H (-1.63470, 2.66238, 4.41387)  0.0638
H (-1.19593, 2.69640, 6.12763)  0.0840
H (-1.77861, 4.17005, 5.31300)  0.0860
H (-6.76773, 3.35365, 3.70018)  0.0780
H (-6.24154, 3.44092, 1.99223)  0.0784
H (-5.76293, 4.73238, 3.13178)  0.0774
O (3.94410, -1.23004, -6.32302)  -0.2990
S (3.25776, -0.73338, -7.49635)  0.6130
O (2.09004, 0.11736, -7.40149)  -0.3020
O (2.91466, -1.98587, -8.48054)  -0.2618
C (2.18654, -3.08591, -7.95410)  -0.2726
C (0.70873, -2.76532, -7.82949)  -0.0706
C (4.44362, 0.06228, -8.55152)  -0.1179
H (2.60501, -3.40530, -6.99339)  0.1166
H (2.31337, -3.91851, -8.65382)  0.1275
H (0.53542, -1.99879, -7.06842)  0.0685
H (0.14179, -3.65643, -7.54585)  0.0745
H (0.31508, -2.37755, -8.77436)  0.0884
H (5.31037, -0.59029, -8.66566)  0.0777
H (4.74005, 1.00051, -8.07775)  0.0771
H (3.97754, 0.26495, -9.51755)  0.0781
O (-2.01360, -1.67248, 7.19430)  -0.2925
S (-2.25510, -2.88835, 6.44746)  0.6231
O (-1.31753, -3.38436, 5.46194)  -0.2920
O (-3.73481, -2.80993, 5.76968)  -0.2645
C (-4.04856, -1.69570, 4.94661)  -0.2760
C (-3.41493, -1.82325, 3.57384)  -0.0711
C (-2.60347, -4.19783, 7.59490)  -0.1220
H (-3.75580, -0.75854, 5.43253)  0.0969
H (-5.13776, -1.67525, 4.83646)  0.1284
H (-2.32487, -1.75439, 3.63592)  0.0696
H (-3.76581, -1.02814, 2.91004)  0.0659
H (-3.65257, -2.79321, 3.12571)  0.0856
H (-3.34302, -3.84877, 8.31696)  0.0755
H (-1.67288, -4.45490, 8.10532)  0.0776
H (-2.97521, -5.06265, 7.04228)  0.0761
O (-3.39790, -6.63525, -4.82395)  -0.2799
S (-3.05657, -5.23324, -4.93504)  0.6217
O (-1.99150, -4.76729, -5.79807)  -0.2896
O (-2.82544, -4.62327, -3.44186)  -0.2788
C (-1.88704, -5.25765, -2.58493)  -0.2768
C (-0.46112, -4.90197, -2.96242)  -0.0733
C (-4.52944, -4.32108, -5.32408)  -0.1050
H (-2.03657, -6.34287, -2.57993)  0.1205
H (-2.08727, -4.89989, -1.56963)  0.1230
H (-0.19497, -5.32446, -3.93582)  0.0711
H (0.24380, -5.29044, -2.22207)  0.0833
H (-0.33888, -3.81678, -3.03669)  0.0829
H (-5.32800, -4.63318, -4.64952)  0.0613
H (-4.80182, -4.54591, -6.35746)  0.0840
H (-4.32320, -3.25446, -5.21791)  0.0818
O (6.70987, 3.53693, 7.36988)  -0.2804
S (7.67681, 3.23750, 6.33555)  0.6264
O (8.12094, 4.23611, 5.38590)  -0.2946
O (7.18602, 1.91730, 5.51624)  -0.2636
C (5.88613, 1.91537, 4.94384)  -0.2703
C (5.83931, 2.73691, 3.66904)  -0.1038
C (9.10934, 2.51143, 7.09280)  -0.1189
H (5.14185, 2.26469, 5.66780)  0.1209
H (5.64181, 0.87465, 4.70693)  0.1264
H (5.98797, 3.79992, 3.88055)  0.0654
H (4.87223, 2.62418, 3.17104)  0.0549
H (6.63318, 2.43016, 2.98071)  0.0865
H (8.78796, 1.72630, 7.77868)  0.0775
H (9.63506, 3.29631, 7.64069)  0.0804
H (9.75560, 2.10700, 6.31159)  0.0765
O (-4.70613, -5.04557, -0.27337)  -0.2914
S (-5.86070, -5.42772, -1.05783)  0.6294
O (-6.79281, -4.45072, -1.58030)  -0.2885
O (-6.69676, -6.56964, -0.25030)  -0.2630
C (-7.11543, -6.29481, 1.07882)  -0.2771
C (-8.32437, -5.37822, 1.10208)  -0.0767
C (-5.31803, -6.45499, -2.40057)  -0.1183
H (-6.29110, -5.87829, 1.66797)  0.1150
H (-7.38533, -7.25318, 1.53444)  0.1250
H (-8.06733, -4.37897, 0.73839)  0.0700
H (-8.71412, -5.27711, 2.11884)  0.0813
H (-9.11647, -5.76463, 0.45294)  0.0869
H (-4.64862, -7.22318, -2.01079)  0.0871
H (-4.78752, -5.82250, -3.11550)  0.0060
H (-6.19121, -6.90356, -2.87789)  0.0899

As for the total energy: -220431.57573 eV. As for the largest force on an atom: 10.3 eV/Å. Its HOMO-LUMO gap is 0.2600 Eh. As for the lowest unoccupied orbital energy: -4.91 eV. The net charge is +1.

- Which of these has the highest net charge?
  C27H67BrFN5O18PS6